No. 1
DFT (the ωB97M-V functional and the def2-TZVPD basis) results for a structure of composition C12H43Ag2O10 at a distorted geometry.

Calculated values
Spin multiplicity: 3
HOMO (spin up / spin down) (eV): -16.7 / -16.7
Lowest unoccupied orbital energy (spin up / spin down) (eV): -11.274 / -14.630
⟨S²⟩: 2.011
Total charge: +3

Geometry as XYZ:
```
67
Properties=species:S:1:pos:R:3:forces:R:3:lowdin_charge:R:1
Ag -26.995670 18.321460 21.387750 0.4 0.0 1.1 0.855
Ag -30.334680 17.592880 20.170130 -0.1 -0.1 0.3 0.918
O -29.227310 19.048030 21.639090 -0.6 0.8 1.0 -0.127
O -33.443770 22.027300 21.149160 0.8 0.3 -0.8 -0.106
O -33.151100 16.182770 23.404580 1.5 -0.8 -1.2 -0.090
O -32.687520 21.200350 26.789810 -1.2 -1.0 -0.3 -0.094
O -27.374380 17.018850 23.350350 -0.2 -0.9 -1.6 -0.206
O -31.402470 24.418190 18.356240 2.4 -1.4 0.2 0.219
O -28.562100 22.313020 27.916260 -1.0 0.9 2.2 -0.091
O -30.415370 25.358010 24.646600 -1.4 0.5 0.1 -0.024
O -25.765760 19.782710 23.242400 -1.5 -0.9 -2.1 -0.175
O -26.945680 17.049170 25.969580 -0.8 0.3 0.3 -0.145
C -33.081220 17.390580 24.089640 -1.5 0.4 0.9 -0.196
C -28.924840 21.344900 22.384620 1.5 0.6 -0.2 -0.026
C -25.531390 20.386910 24.473990 2.0 0.2 1.4 -0.127
C -28.299020 17.212660 26.525130 1.2 -0.2 -0.9 -0.052
C -32.215780 20.088740 26.001590 0.5 1.6 1.3 -0.137
C -29.456340 19.627580 24.064140 0.0 -1.9 0.0 -0.004
C -30.805110 23.356460 19.148950 -0.9 0.3 -1.2 0.017
C -27.351590 15.581900 23.243430 -0.9 -1.2 0.3 -0.109
C -29.650970 20.033130 22.562980 -0.2 0.6 -0.2 -0.436
C -33.169470 22.054600 22.535400 -0.3 -0.7 0.4 -0.134
C -29.370110 24.949990 23.846620 0.6 -0.1 1.2 -0.142
C -27.932490 21.561430 26.954400 -0.1 1.4 -0.1 -0.195
H -28.596910 16.239580 26.915630 -0.2 0.4 0.5 0.103
H -31.244700 19.871980 26.446690 0.4 -0.5 -0.6 0.074
H -29.807530 24.375880 23.029820 0.5 -0.3 -0.6 0.068
H -28.214790 18.059450 27.206270 -0.7 -0.4 0.3 0.095
H -30.509770 23.637450 20.159850 -0.5 0.4 0.3 0.111
H -34.118570 22.162920 23.060350 0.2 0.2 0.3 0.107
H -27.552440 22.314590 26.264170 0.5 -0.6 -0.9 0.076
H -24.947110 19.778780 22.741000 0.3 0.1 0.3 0.094
H -27.849260 21.214470 22.503930 0.2 -0.3 -0.2 0.081
H -26.601990 15.080010 23.855230 0.6 0.6 -0.3 0.102
H -28.258390 15.125810 23.640660 -0.5 0.4 0.2 0.087
H -31.688340 22.717710 19.147200 -0.5 -0.7 1.0 0.119
H -32.735250 18.256280 23.524870 0.2 0.1 -0.4 0.050
H -33.558390 21.109520 20.891970 -0.3 0.1 -0.1 0.079
H -30.016500 22.758910 18.691630 0.2 1.1 -0.7 0.113
H -28.725620 20.947220 26.528020 0.7 -0.9 -0.5 0.055
H -30.721390 20.221160 22.479700 -0.3 -0.5 -0.3 0.115
H -32.816990 19.187270 26.119840 -0.4 0.5 0.2 0.078
H -29.079370 21.840480 21.426170 -0.2 -0.2 -0.1 0.076
H -32.491880 17.333270 25.004790 0.0 -0.4 -0.1 0.077
H -32.447180 22.819270 22.821210 -0.2 0.3 -0.3 0.079
H -24.957270 21.293940 24.284810 -0.4 0.4 0.4 0.104
H -30.911580 25.910050 24.037810 -0.9 0.6 0.6 0.103
H -32.128520 21.980320 26.762090 0.3 -0.3 -0.2 0.073
H -26.385410 20.548270 25.131800 -0.3 0.0 -0.8 0.055
H -29.048990 23.055790 27.551780 0.1 0.0 0.0 0.084
H -28.777070 24.373180 24.556340 0.6 -0.3 -0.8 0.088
H -28.929650 17.458570 25.670780 -0.2 0.0 0.2 0.047
H -29.114760 22.063630 23.181780 -0.7 -0.2 0.0 0.082
H -26.380820 17.357470 26.681960 0.6 -0.2 -0.2 0.101
H -34.133460 17.534240 24.335080 0.1 1.1 0.7 0.101
H -27.091490 21.102910 27.474570 -0.2 -0.7 -0.5 0.102
H -32.179510 20.394430 24.955960 0.2 -0.3 -0.3 0.045
H -32.730250 21.101960 22.831480 0.0 -0.2 0.3 0.041
H -28.429560 19.358530 24.312010 0.2 0.6 -0.2 0.073
H -24.858820 19.719800 25.013170 0.0 0.1 0.4 0.098
H -30.000300 18.696920 24.225630 -0.3 0.0 0.0 0.078
H -28.860060 25.856610 23.521030 0.6 -0.3 -0.5 0.114
H -27.346780 15.207970 22.219590 0.6 0.5 -0.2 0.079
H -33.402240 16.407760 22.505750 -0.3 -0.4 0.0 0.072
H -27.211380 17.157450 24.286200 0.6 0.7 1.1 0.007
H -29.897210 20.375890 24.722740 0.2 0.2 -0.4 0.070
H -32.252330 24.639920 18.743770 -0.9 0.6 0.6 0.153
```
Positions in Å, forces in eV/Å.

No. 2
DFT (the ωB97M-V functional and the def2-TZVPD basis) results for a structure of composition C27H35CoN10OS.

Calculated values
Spin multiplicity: 2
HOMO (spin up / spin down) (eV): -10.3 / -10.3
Lowest unoccupied orbital energy (spin up / spin down) (eV): -2.283 / -2.282
⟨S²⟩: 0.763
Total charge: +1

Geometry as XYZ:
```
75
Properties=species:S:1:pos:R:3:forces:R:3:lowdin_charge:R:1
Co 0.227790 -0.854753 0.040345 0.5 -0.2 0.0 0.444
S -0.011309 3.248762 -0.774019 0.1 -0.1 0.0 0.622
O -0.780986 -2.139403 1.631291 0.0 -0.2 0.3 -0.120
N 1.407282 0.425261 1.303770 -0.3 0.1 -0.1 0.062
N -1.485280 0.240829 0.167177 0.2 0.0 -0.3 -0.008
N -3.113312 1.358058 -0.710061 0.1 0.0 0.0 0.114
N 1.887365 -2.023848 -0.276260 0.3 -0.2 0.0 0.063
N -2.087086 0.648315 -0.971370 -0.1 0.0 0.0 -0.014
N 0.497738 0.244678 -2.114911 0.0 0.5 -0.1 0.116
N 0.822424 1.469793 -2.741261 0.0 -0.1 -0.1 -0.062
N 1.520120 2.825460 -4.325020 0.0 -0.1 0.0 0.128
N -3.194688 1.444838 0.621151 -0.1 0.0 0.0 -0.070
N 1.078280 3.505567 -3.230360 0.0 0.0 0.0 0.019
C 4.188863 -2.687622 -0.087306 0.0 0.0 0.0 -0.042
C -2.188594 0.749399 1.146192 0.1 0.0 0.2 -0.094
C -1.926180 -2.356616 -1.488662 0.1 -0.1 0.0 -0.104
C 2.256287 1.391527 3.314726 0.0 0.0 0.0 -0.002
C -2.413246 -3.505781 -2.103463 0.1 0.0 0.0 -0.073
C -2.610074 3.855273 2.345336 0.0 0.0 0.0 -0.070
C 3.901661 -3.915855 -0.663359 0.0 0.0 0.0 -0.038
C -1.573740 -4.588133 -2.332533 0.0 0.0 0.0 -0.077
C 3.158438 -1.789086 0.089501 -0.1 0.0 0.1 -0.105
C 0.985026 -1.952358 3.183726 -0.1 0.0 0.0 -0.146
C -0.202664 -2.792146 2.775808 -0.1 0.1 0.0 -0.197
C 1.620975 -3.205921 -0.876742 -0.2 0.0 0.0 -0.196
C -4.233283 2.238763 1.282563 0.0 0.0 0.0 -0.094
C 1.345429 1.582999 -4.015656 0.0 0.1 0.0 -0.335
C 2.177650 1.280228 0.619766 0.0 -0.1 0.0 -0.191
C -0.250058 -4.508741 -1.942764 0.1 0.0 0.0 -0.031
C 2.606211 -4.173187 -1.058679 0.1 0.0 0.0 0.007
C -3.842615 3.706422 1.457925 0.0 0.0 0.0 -0.406
C 3.054441 2.262380 2.592169 0.0 0.0 0.0 -0.032
C 0.624913 2.731415 -2.227525 0.0 -0.1 0.1 -0.790
C 0.227643 -3.354915 -1.321019 0.1 0.0 0.0 -0.194
C -3.655388 4.420228 0.123394 0.0 0.0 0.0 -0.075
C 1.661668 0.423598 -4.884158 0.0 0.0 0.0 0.000
C 0.578689 -0.482629 3.411947 0.1 0.0 0.0 -0.111
C -0.589417 -2.240678 -1.078310 -0.5 0.2 0.0 -0.166
C 1.447019 0.481205 2.650647 -0.2 0.0 -0.1 -0.248
C 3.019359 2.201502 1.211180 0.0 0.0 0.1 -0.047
H -2.795597 4.025200 -0.420295 0.0 0.0 0.0 0.022
H -5.129372 2.134778 0.673687 0.0 0.0 0.0 0.133
H 4.677626 -4.655135 -0.812181 0.0 0.0 0.0 0.118
H 2.342972 -0.274631 -4.393947 0.0 0.0 0.0 0.084
H -0.955244 -2.832009 3.567426 0.0 0.0 0.0 0.125
H -3.477803 5.482217 0.292920 0.0 0.0 0.0 0.086
H -0.445854 -0.334700 3.068099 0.0 -0.1 0.1 0.085
H -1.727617 3.420002 1.868338 0.0 0.0 0.0 0.052
H 3.693155 2.972387 3.100586 0.0 0.0 0.0 0.118
H -2.751757 3.383810 3.321116 0.0 0.0 0.0 0.081
H -2.615474 -1.537279 -1.344609 0.0 0.0 0.0 0.070
H 3.365251 -0.841274 0.558622 -0.1 0.1 0.0 0.098
H -4.698854 4.151883 1.974391 0.0 0.0 0.0 0.140
H 3.614575 2.859083 0.594594 0.0 0.0 0.0 0.117
H 0.402301 -5.353086 -2.127265 0.0 0.0 0.0 0.103
H -1.193783 -2.781413 1.038696 0.0 0.0 0.1 0.090
H -1.946603 -5.484035 -2.810167 0.0 0.0 0.0 0.107
H -3.452292 -3.556885 -2.404467 0.0 0.0 0.0 0.107
H 2.132921 1.193871 -0.454436 0.0 0.0 0.0 0.080
H 5.188201 -2.426310 0.228937 0.0 0.0 0.0 0.113
H 1.070577 4.510756 -3.219242 0.0 0.0 0.0 0.151
H 0.096511 -3.812880 2.530825 0.0 0.0 0.0 0.129
H 2.142058 0.793828 -5.785744 0.0 0.0 0.0 0.092
H 2.355282 -5.119420 -1.513490 0.0 0.0 0.0 0.110
H -4.535668 4.321808 -0.513569 0.0 0.0 0.0 0.084
H 1.700072 -2.002714 2.370446 0.2 0.0 -0.1 0.088
H 0.596135 -0.238392 4.473154 0.0 0.0 0.0 0.121
H -1.998316 0.640155 2.198276 -0.1 0.0 0.0 0.137
H 1.469739 -2.370876 4.066396 -0.1 0.0 0.0 0.126
H 2.256172 1.404821 4.395981 0.0 0.0 0.0 0.119
H 0.755989 -0.116477 -5.164214 0.0 0.0 0.0 0.094
H -2.390895 4.908687 2.516468 0.0 0.0 0.0 0.086
H -0.495673 0.075458 -2.273937 0.0 0.0 0.0 0.074
H 1.025937 -0.475116 -2.596320 0.0 -0.1 0.1 0.093
H -4.412022 1.769059 2.249745 0.0 0.0 0.0 0.131
```
Positions in Å, forces in eV/Å.

No. 3
DFT (the ωB97M-V functional and the def2-TZVPD basis) results for a cluster of 2 separate species, C2H9NOS in total at a distorted geometry.

Calculated values
HOMO (eV): -8.4
Lowest unoccupied orbital energy (eV): 0.725
Structure (SMILES): NCCS.O
Total charge: 0

Geometry as XYZ:
```
14
Properties=species:S:1:pos:R:3:forces:R:3:lowdin_charge:R:1
S -0.485270 -1.176202 -2.060934 0.1 -0.9 -0.6 0.666
O -0.784623 1.088788 3.494757 1.7 0.8 1.4 -0.022
N 0.681213 0.950338 1.079256 3.1 0.3 -4.8 0.005
C 0.444522 0.624348 -0.323174 -0.8 2.2 0.8 -0.360
C 0.830947 -0.777722 -0.841357 -1.3 2.6 -1.9 -0.520
H -0.719414 0.807435 -0.407868 2.4 -0.5 -0.9 0.106
H 1.850840 -0.953502 -1.129580 0.3 0.3 -0.4 0.069
H 0.601325 -1.440151 -0.109653 -0.7 -2.2 2.3 0.010
H 1.104346 1.411628 -0.887839 -1.8 -1.3 0.6 0.137
H 1.351709 1.646791 1.180091 1.1 1.0 0.5 0.037
H 0.252064 0.726861 1.867254 -2.7 -1.5 3.4 -0.042
H -1.006305 1.858731 4.030428 0.3 0.0 0.1 0.059
H -1.599505 0.861253 3.135071 -2.3 -0.9 -1.2 0.010
H -0.215066 -0.542237 -3.228628 0.5 0.1 0.6 -0.155
```
Positions in Å, forces in eV/Å.

Energy relative to the best compared isomer or geometry (same formula, charge and spin), respectively: 0.0; 27.7; 142.7 kJ/mol.